{"formula": "C8H20BNO2", "method": "ωB97M-V with the def2-TZVPD basis set", "elements": ["B", "C", "C", "H", "H", "H", "H", "H", "C", "O", "C", "C", "N", "C", "C", "O", "C", "H", "H", "H", "H", "H", "H", "H", "H", "H", "H", "H", "H", "H", "H", "H"], "coordinates": [[-3.764, 1.366, 0.694], [-5.167, 0.556, 0.823], [-6.319, 1.376, 0.718], [-3.122, 1.323, -0.295], [-3.426, 2.033, 1.626], [-5.207, -0.558, 0.999], [-7.247, 1.062, 0.153], [-6.209, 2.403, 1.194], [2.686, -3.056, -0.289], [2.458, -2.157, 0.787], [3.435, -1.120, 0.869], [2.810, 0.231, 0.529], [2.488, 0.321, -0.894], [1.663, 1.477, -1.242], [0.250, 1.546, -0.647], [-0.633, 0.543, -1.134], [-0.556, -0.696, -0.446], [1.994, -3.893, -0.180], [2.490, -2.574, -1.250], [3.708, -3.446, -0.269], [4.309, -1.325, 0.244], [3.773, -1.092, 1.908], [3.515, 1.027, 0.787], [1.914, 0.347, 1.148], [1.992, -0.518, -1.174], [1.564, 1.475, -2.332], [2.206, 2.393, -0.979], [-0.187, 2.499, -0.962], [0.252, 1.567, 0.449], [-0.303, -0.573, 0.611], [0.164, -1.356, -0.936], [-1.533, -1.180, -0.511]], "forces_ev_per_a": [[-1.8, -0.7, 1.2], [-1.1, 1.5, 0.3], [2.3, -1.2, 0.4], [0.1, -0.2, -0.1], [0.0, 0.3, -0.2], [-0.2, 1.1, -1.5], [0.9, 0.3, 1.5], [-0.3, -0.9, -1.6], [-0.2, 0.0, 0.2], [0.3, -0.1, -0.4], [-0.3, 0.4, 0.4], [0.1, -0.4, -0.4], [0.0, 0.1, 0.2], [-0.1, -0.2, -0.1], [0.0, 0.3, -0.3], [0.2, 0.0, 0.4], [-0.2, 0.0, -0.3], [0.0, 0.1, 0.1], [0.1, -0.1, -0.1], [0.0, 0.0, -0.1], [-0.1, 0.0, -0.1], [0.0, 0.0, 0.0], [0.0, 0.0, 0.0], [0.1, 0.0, 0.2], [0.1, 0.1, 0.0], [-0.1, 0.1, 0.1], [0.0, -0.1, 0.1], [0.0, -0.1, 0.0], [0.0, -0.2, 0.0], [0.1, 0.0, -0.1], [0.1, -0.1, 0.2], [0.0, 0.1, 0.0]], "nbo_charge": [0.43, -0.50, -0.42, -0.07, -0.09, 0.22, 0.22, 0.20, -0.25, -0.56, -0.07, -0.24, -0.63, -0.25, -0.09, -0.55, -0.25, 0.19, 0.16, 0.17, 0.18, 0.18, 0.19, 0.17, 0.35, 0.20, 0.19, 0.19, 0.16, 0.17, 0.16, 0.19], "smiles": "COCCNCCOC.BC=C", "e_lumo_ev": 0.4, "e_tot_ev": -14877.361, "total_charge": 0}

---

{"formula": "C8H20Br2HgP", "method": "ωB97M-V with the def2-TZVPD basis set", "elements": ["C", "C", "C", "C", "C", "P", "C", "Br", "C", "C", "Br", "H", "H", "H", "H", "H", "H", "H", "H", "H", "H", "H", "H", "H", "H", "H", "H", "H", "H", "H", "H", "Hg"], "coordinates": [[-2.550, 3.332, 1.469], [-2.773, 1.884, 1.039], [-1.460, 1.135, 0.783], [-1.568, -0.388, 0.955], [-0.345, -1.046, 1.559], [1.239, -1.248, 0.461], [2.523, -1.789, -1.015], [2.050, -3.363, -2.001], [2.851, -0.635, -1.944], [1.714, -0.155, -2.817], [3.644, 0.792, -0.885], [-3.409, 3.959, 1.230], [-2.367, 3.411, 2.542], [-1.684, 3.766, 0.965], [-3.383, 1.871, 0.133], [-3.341, 1.347, 1.805], [-1.119, 1.370, -0.229], [-0.684, 1.519, 1.453], [-2.411, -0.631, 1.612], [-1.836, -0.842, -0.008], [-0.508, -2.065, 1.923], [0.048, -0.429, 2.369], [2.224, -0.773, 1.358], [1.066, 0.061, -0.095], [0.137, -1.874, -0.709], [1.393, -2.659, 0.880], [3.359, -2.110, -0.401], [3.681, -0.974, -2.563], [1.988, 0.779, -3.301], [0.804, 0.018, -2.238], [1.509, -0.896, -3.590], [-0.791, -3.367, -0.741]], "forces_ev_per_a": [[0.0, 0.1, 0.0], [0.0, -0.1, 0.0], [0.0, 0.0, 0.0], [-0.1, 0.1, -0.1], [0.1, -0.2, -0.3], [0.7, 0.6, 1.3], [-0.5, 0.0, -0.3], [0.2, -0.2, -0.1], [0.1, -0.2, 0.0], [-0.1, 0.0, 0.0], [0.1, 0.1, 0.1], [0.0, 0.0, 0.1], [0.0, 0.0, 0.0], [0.0, 0.0, -0.1], [0.0, -0.1, 0.0], [0.0, 0.1, 0.0], [0.1, 0.0, 0.1], [-0.1, 0.0, 0.1], [0.1, 0.1, 0.1], [-0.1, -0.1, 0.1], [-0.1, 0.0, 0.0], [0.0, -0.1, 0.1], [0.1, -0.1, 0.0], [0.0, -0.1, -0.2], [-0.6, -0.1, -0.3], [-0.2, 0.0, -0.1], [0.0, 0.1, 0.2], [0.0, 0.1, -0.1], [0.0, 0.0, -0.1], [0.0, 0.0, 0.0], [0.0, 0.0, 0.0], [0.3, 0.0, -0.1]], "nbo_charge": [-0.61, -0.39, -0.40, -0.43, -0.56, 0.55, -0.42, 0.09, -0.31, -0.64, 0.05, 0.22, 0.21, 0.21, 0.20, 0.20, 0.21, 0.20, 0.24, 0.19, 0.22, 0.25, 0.05, -0.11, -0.11, -0.17, 0.26, 0.26, 0.25, 0.21, 0.23, 0.85], "e_lumo_ev": -7.1, "e_tot_ev": -162157.056, "total_charge": 1}

---

{"formula": "C8H20BrO12P2S", "method": "ωB97M-V with the def2-TZVPD basis set", "elements": ["O", "C", "Br", "C", "S", "O", "O", "O", "H", "H", "C", "O", "P", "O", "O", "C", "O", "C", "H", "H", "H", "H", "H", "H", "H", "H", "H", "C", "O", "P", "O", "O", "C", "O", "C", "H", "H", "H", "H", "H", "H", "H", "H", "H"], "coordinates": [[-6.023, 2.843, 0.669], [-6.895, 2.383, 1.319], [-8.110, 3.648, 2.213], [-7.051, 0.865, 1.417], [-5.707, 0.158, 2.444], [-5.350, -1.103, 1.814], [-4.569, 1.061, 2.467], [-6.264, 0.049, 3.780], [-8.007, 0.546, 1.848], [-7.036, 0.491, 0.386], [-1.207, 0.671, 0.674], [-0.295, -0.377, 0.268], [0.496, -1.254, 1.468], [1.136, -2.153, 0.424], [-0.889, -1.899, 1.987], [-1.619, -2.768, 1.122], [1.305, -1.955, 2.758], [2.722, -2.069, 2.643], [-0.906, 1.610, 0.209], [-2.208, 0.412, 0.331], [-1.232, 0.799, 1.755], [-1.216, -2.784, 0.110], [-2.652, -2.420, 1.084], [-1.595, -3.774, 1.539], [3.158, -1.190, 2.170], [2.969, -2.961, 2.068], [3.134, -2.171, 3.647], [3.240, -1.593, -1.965], [4.239, -0.573, -1.836], [4.120, 0.801, -2.776], [5.305, 1.495, -2.175], [2.704, 1.196, -2.082], [2.763, 1.563, -0.717], [3.805, 1.845, -4.033], [4.917, 2.226, -4.844], [3.721, -2.547, -2.187], [2.716, -1.667, -1.010], [2.514, -1.369, -2.745], [3.742, 1.364, -0.280], [2.011, 0.977, -0.176], [2.533, 2.623, -0.609], [5.591, 1.388, -5.016], [5.455, 3.042, -4.364], [4.531, 2.573, -5.802]], "forces_ev_per_a": [[-0.2, 0.4, 0.0], [1.0, -0.9, -0.7], [-0.2, -0.4, 0.2], [-1.1, 0.7, 0.1], [2.1, -0.7, 1.5], [-0.8, -0.2, -0.5], [-0.2, 0.8, -0.9], [-1.0, -0.2, -0.3], [0.3, 0.2, 0.2], [0.5, 0.1, 0.3], [-0.3, 0.2, -0.2], [1.2, 2.6, 2.4], [-2.1, -8.1, -4.6], [1.0, 1.2, 0.3], [0.5, 0.8, 1.4], [-0.6, 0.2, -0.4], [-0.2, 3.1, 0.8], [0.2, 0.1, 0.2], [0.1, -0.1, 0.0], [0.0, 0.0, 0.1], [-0.2, 0.0, 0.0], [0.2, 0.1, 0.1], [0.0, 0.0, 0.1], [0.1, 0.0, 0.1], [0.1, -0.1, -0.1], [-0.1, 0.1, -0.2], [-0.1, 0.1, 0.0], [-0.3, -0.5, 0.4], [0.0, -0.6, -3.3], [0.7, 4.7, 5.9], [0.2, -0.7, -1.0], [-0.1, 0.1, -1.4], [-0.3, -0.4, 0.8], [-0.4, -2.8, -0.8], [0.1, 0.0, -0.3], [0.1, 0.1, 0.0], [-0.1, -0.1, -0.1], [-0.1, 0.0, 0.1], [0.0, 0.0, -0.1], [0.1, 0.1, -0.1], [0.0, 0.0, -0.1], [0.1, 0.1, 0.0], [0.0, -0.1, 0.2], [-0.1, -0.1, 0.1]], "nbo_charge": [-0.49, 0.55, -0.10, -0.80, 2.41, -1.02, -1.02, -1.02, 0.25, 0.25, -0.28, -0.69, 2.34, -1.10, -0.82, -0.25, -0.69, -0.26, 0.18, 0.22, 0.19, 0.19, 0.22, 0.18, 0.18, 0.20, 0.18, -0.29, -0.71, 2.39, -1.09, -0.82, -0.25, -0.71, -0.25, 0.17, 0.25, 0.18, 0.20, 0.18, 0.18, 0.18, 0.20, 0.18], "e_lumo_ev": 0.0, "e_tot_ev": -132645.437, "total_charge": -1}